Entry from OMol25: 2 unconnected molecules or ions with the total composition C3H7NO in a non-equilibrium geometry (ωB97M-V with the def2-TZVPD basis set).

Summary:
Gap between HOMO and LUMO, eV: 9.72
F_max, eV Å⁻¹: 1.18
LUMO, eV: 0.97
ΔE to the lowest compared entry with this formula, charge and spin, kcal/mol: 45.6
SMILES: C=C=O.CN
HOMO energy, eV: -8.749
DFT total energy, Ha: -248.45384
Charge: 0

Last column: natural (NBO) charge in e.
Positions of all 12 atoms, in Å:
C (-1.14, 0.52, -0.98)  -0.4180
C (1.96, -0.27, 0.68)  -0.7896
C (1.06, -1.20, 0.42)  0.7435
O (0.41, -2.14, 0.17)  -0.5115
N (-0.89, 0.35, 0.45)  -0.8293
H (-0.38, 1.19, -1.41)  0.1947
H (-1.03, -0.45, -1.47)  0.2032
H (-2.13, 0.93, -1.22)  0.1735
H (1.68, 0.75, 0.88)  0.2567
H (2.99, -0.59, 0.69)  0.2510
H (-1.00, 1.22, 0.96)  0.3608
H (-1.54, -0.32, 0.84)  0.3649